{
  "formula": "C47H68As3NO4PdSi",
  "method": "wB97M-V/def2-TZVPD",
  "species": ["Pd", "C", "Si", "C", "N", "C", "C", "C", "C", "C", "C", "C", "C", "C", "C", "C", "C", "C", "C", "C", "C", "C", "H", "H", "H", "H", "H", "H", "H", "H", "H", "H", "H", "H", "H", "H", "H", "H", "H", "H", "H", "H", "H", "H", "H", "H", "C", "As", "C", "C", "C", "C", "C", "As", "C", "C", "C", "As", "C", "C", "H", "H", "H", "H", "H", "H", "H", "H", "H", "H", "H", "H", "H", "H", "H", "H", "H", "H", "H", "H", "H", "H", "H", "H", "H", "H", "H", "O", "C", "C", "C", "C", "C", "C", "C", "O", "O", "H", "H", "H", "H", "H", "C", "C", "C", "C", "C", "C", "C", "O", "C", "C", "C", "H", "H", "H", "H", "H", "H", "H", "H", "H", "H", "H", "H"],
  "coordinates": [[1.480527, -1.051878, -0.169994], [0.999383, -0.316163, 1.683332], [-0.835503, -0.755613, 2.015439], [-1.559746, -1.608160, 0.501769], [-0.615707, -1.908067, -0.622329], [-0.952301, -1.178713, -1.884013], [-1.923140, -1.918954, -2.815251], [-2.881624, -2.800768, -2.032225], [-2.072975, -3.858099, -1.271780], [-0.658121, -3.366034, -0.911894], [-1.809923, 0.795843, 2.381099], [-3.192033, 0.796537, 2.160640], [-3.971137, 1.901825, 2.469162], [-3.381812, 3.031582, 3.019208], [-2.018997, 3.040748, 3.282269], [-1.247880, 1.930104, 2.971851], [-0.856536, -1.882656, 3.492313], [-1.211892, -1.393709, 4.752314], [-1.227827, -2.232465, 5.859005], [-0.895090, -3.570738, 5.718135], [-0.543107, -4.074381, 4.471996], [-0.521648, -3.235789, 3.369962], [1.675253, -0.926655, 2.282867], [1.227768, 0.735323, 1.841614], [-2.404017, -1.021320, 0.136626], [-1.984171, -2.545474, 0.868005], [-0.016513, -1.031808, -2.431230], [-1.349633, -0.210232, -1.592512], [-1.359273, -2.549360, -3.507813], [-2.451338, -1.182657, -3.422950], [-3.595972, -3.278992, -2.701071], [-3.471081, -2.195945, -1.339147], [-1.941273, -4.744206, -1.895711], [-2.609680, -4.189201, -0.382639], [0.023916, -3.554445, -1.739070], [-0.296574, -3.906349, -0.039927], [-3.679429, -0.079929, 1.743833], [-5.037698, 1.885199, 2.285107], [-3.986177, 3.896662, 3.257989], [-1.561409, 3.908386, 3.739685], [-0.189704, 1.952215, 3.212973], [-1.491700, -0.353401, 4.870471], [-1.509074, -1.842382, 6.828060], [-0.915800, -4.225734, 6.579040], [-0.293873, -5.122299, 4.362961], [-0.237024, -3.640300, 2.403713], [4.723612, -2.234605, 0.885766], [3.878175, -0.978997, -0.293729], [4.508187, -1.374007, -2.063898], [4.570056, 0.699210, 0.362136], [4.481604, 1.983101, -0.478054], [5.212905, 3.047143, 0.358687], [3.029464, 2.447795, -0.662282], [1.447990, 1.297623, -0.856644], [0.892000, 1.563812, -2.682639], [0.239287, 2.419651, 0.122809], [5.173941, 1.809056, -1.836106], [5.622126, 3.300977, -3.113845], [4.100445, 3.024771, -4.326730], [4.961405, 4.984880, -2.348630], [5.798672, -2.090628, 0.771567], [4.459031, -3.253845, 0.620196], [4.429722, -2.027464, 1.912401], [5.544197, -1.049980, -2.138213], [3.899602, -0.864982, -2.806487], [4.409861, -2.446947, -2.201348], [5.616690, 0.504145, 0.613588], [4.038878, 0.842970, 1.309762], [4.843637, 3.054863, 1.386174], [5.070765, 4.041278, -0.055841], [6.284416, 2.840938, 0.384142], [2.968171, 3.085735, -1.545511], [2.747671, 3.069093, 0.191369], [0.835685, 2.639370, -2.850572], [-0.093434, 1.132244, -2.828407], [1.610292, 1.124160, -3.372894], [0.213816, 3.369728, -0.411206], [0.620514, 2.584268, 1.125986], [-0.757393, 1.994447, 0.144960], [4.581315, 1.143972, -2.465070], [6.135799, 1.315697, -1.672729], [4.117458, 2.004101, -4.709976], [4.205114, 3.700678, -5.174149], [3.140281, 3.221199, -3.846823], [5.683674, 5.399122, -1.648781], [3.979671, 4.931771, -1.880479], [4.897169, 5.665861, -3.198077], [2.665990, -5.356013, -2.333557], [2.589371, -5.866433, -1.083530], [2.763757, -7.228696, -0.849989], [2.678473, -7.737464, 0.430098], [2.413996, -6.900946, 1.513236], [2.234932, -5.555074, 1.289006], [2.320141, -5.013219, -0.003442], [2.111154, -3.568241, -0.160206], [2.295679, -2.953256, -1.250430], [1.748216, -2.880377, 0.854305], [2.835439, -6.072207, -2.958578], [2.968828, -7.887544, -1.685884], [2.820149, -8.798349, 0.587541], [2.353401, -7.303769, 2.513978], [2.030161, -4.883208, 2.112095], [-7.401011, 5.661903, 0.227316], [-6.394490, 4.604265, -0.116803], [-5.050946, 4.915871, -0.287162], [-4.107986, 3.952202, -0.610387], [-2.673886, 4.380753, -0.735358], [-4.530134, 2.617466, -0.775058], [-3.612048, 1.527864, -1.084835], [-2.400051, 1.567795, -1.263392], [-5.895012, 2.283755, -0.607406], [-6.422812, 0.876143, -0.764855], [-6.794908, 3.280544, -0.280092], [-6.933388, 6.637398, 0.342725], [-7.917421, 5.414045, 1.155574], [-8.159107, 5.735251, -0.553648], [-4.729241, 5.943515, -0.165990], [-2.608291, 5.467128, -0.710074], [-2.216667, 4.013091, -1.652956], [-2.097302, 3.982535, 0.101586], [-4.098566, 0.539488, -1.152636], [-6.248967, 0.482936, -1.767397], [-7.496487, 0.864845, -0.591784], [-5.970776, 0.185057, -0.050612], [-7.841036, 3.027195, -0.153754]],
  "forces_ev_per_angstrom": [[0.15, -0.86, -0.02], [0.06, 0.15, -0.15], [-0.02, 0.23, 0.32], [0.01, -0.10, -0.03], [-0.09, 0.53, 0.15], [0.02, -0.18, -0.08], [0.01, 0.02, 0.00], [-0.03, -0.03, 0.02], [0.03, 0.00, 0.01], [-0.04, -0.07, -0.01], [-0.06, -0.03, 0.11], [0.05, 0.03, -0.07], [0.01, 0.04, 0.03], [-0.01, -0.02, 0.00], [0.00, 0.00, 0.00], [0.00, -0.05, 0.06], [-0.04, 0.01, 0.00], [0.01, -0.05, -0.02], [0.00, 0.03, -0.02], [0.00, -0.01, 0.02], [0.00, -0.02, -0.02], [0.01, 0.01, 0.01], [0.00, -0.02, -0.02], [0.08, -0.03, -0.01], [0.07, 0.06, -0.05], [-0.03, 0.01, -0.05], [0.02, -0.01, 0.02], [-0.01, 0.07, -0.04], [-0.01, 0.02, -0.02], [0.00, 0.01, 0.02], [0.01, -0.01, 0.00], [-0.01, 0.00, -0.01], [-0.01, -0.01, 0.01], [0.00, -0.01, 0.00], [0.01, 0.02, 0.00], [0.01, -0.01, 0.01], [0.00, 0.00, 0.00], [0.00, 0.00, -0.01], [-0.01, 0.00, 0.00], [0.00, 0.00, 0.00], [0.02, 0.00, 0.01], [-0.01, 0.01, 0.01], [0.00, 0.00, 0.00], [0.00, 0.00, 0.00], [0.00, 0.00, 0.00], [0.01, -0.01, -0.01], [-0.03, -0.04, 0.03], [-0.19, 0.40, 0.26], [0.00, -0.10, -0.07], [0.09, 0.12, 0.09], [0.07, 0.04, -0.06], [-0.02, 0.01, -0.04], [-0.01, 0.10, 0.14], [-0.01, -0.26, -0.13], [0.06, -0.03, -0.11], [-0.05, 0.00, -0.05], [-0.04, -0.01, 0.07], [0.04, -0.01, -0.06], [-0.03, 0.00, 0.02], [0.00, 0.00, 0.02], [0.00, 0.01, 0.00], [0.03, -0.01, 0.01], [-0.01, -0.02, 0.00], [0.01, 0.01, -0.03], [0.01, -0.02, -0.02], [0.03, 0.00, -0.01], [0.00, 0.00, -0.04], [0.07, -0.01, 0.03], [0.00, 0.01, 0.01], [0.00, -0.01, 0.01], [0.00, -0.01, 0.00], [-0.01, 0.03, 0.02], [-0.02, -0.04, 0.01], [0.04, 0.00, 0.01], [0.00, 0.05, -0.01], [-0.03, -0.02, -0.02], [-0.01, 0.01, -0.02], [-0.04, 0.02, -0.01], [-0.05, 0.01, 0.01], [0.00, -0.05, -0.03], [0.00, 0.00, 0.01], [0.01, 0.00, -0.01], [0.00, 0.01, 0.00], [0.00, -0.01, 0.00], [0.00, 0.01, 0.00], [-0.01, 0.01, 0.00], [0.00, 0.01, 0.00], [0.01, -0.03, -0.01], [0.00, 0.01, -0.03], [0.00, -0.01, 0.00], [-0.01, 0.01, 0.01], [0.01, 0.00, 0.00], [0.00, -0.01, -0.03], [-0.01, 0.04, 0.03], [0.15, -0.14, -0.11], [-0.06, 0.12, -0.08], [-0.05, 0.01, -0.01], [0.00, 0.02, 0.01], [0.00, 0.00, 0.00], [0.00, 0.00, 0.00], [0.00, 0.00, 0.00], [-0.01, 0.00, 0.01], [0.01, -0.01, 0.00], [0.00, 0.02, 0.00], [0.01, -0.02, 0.01], [0.00, 0.01, -0.02], [-0.01, -0.05, -0.02], [0.04, -0.01, -0.01], [0.07, -0.17, -0.03], [-0.22, 0.35, 0.08], [-0.01, -0.05, -0.02], [-0.01, 0.03, -0.01], [0.00, -0.01, 0.01], [0.00, 0.00, 0.00], [-0.01, 0.00, 0.00], [0.00, 0.00, 0.00], [0.00, 0.01, 0.00], [0.01, 0.00, 0.00], [0.00, 0.00, 0.00], [0.03, -0.02, 0.02], [0.00, 0.01, -0.03], [0.00, -0.01, 0.00], [0.00, 0.00, 0.00], [0.00, -0.01, 0.01], [0.00, -0.01, 0.00]],
  "lumo_ev": -6.61,
  "e_above_lowest_kcal_mol": 0.0,
  "charge": 2,
  "energy_ev": -253382.84933,
  "orbital_gap_ev": 6.31,
  "molar_mass_g_mol": 1070.34
}